{"formula": "C24H42IrN2OP2", "method": "ωB97M-V/def2-TZVPD", "elements": ["H", "P", "H", "H", "H", "C", "H", "C", "H", "H", "H", "H", "H", "H", "C", "H", "H", "H", "H", "H", "H", "C", "H", "H", "H", "H", "C", "C", "H", "H", "H", "C", "H", "C", "H", "N", "C", "C", "H", "C", "H", "O", "C", "C", "P", "H", "C", "C", "H", "N", "C", "C", "H", "C", "H", "H", "C", "H", "H", "Ir", "H", "H", "C", "H", "C", "H", "H", "H", "C", "C", "C", "H"], "positions_angstrom": [[-0.423, -5.603, -4.305], [1.899, 0.664, -0.985], [2.511, -1.250, -2.328], [0.230, 3.440, 1.593], [-2.122, 1.561, 3.919], [-0.622, -2.255, -3.836], [2.489, -0.803, 4.487], [-0.197, -3.444, -1.704], [-1.783, 3.119, 0.049], [-3.624, 0.220, 1.656], [-4.776, 1.092, -1.851], [-0.781, -1.297, -4.349], [-4.513, -1.460, -0.695], [-1.495, -0.500, 5.182], [2.690, 1.396, 0.476], [-3.438, 2.282, -1.929], [-3.410, 0.821, -2.972], [3.964, -2.688, 1.511], [-2.919, -2.110, -0.245], [3.731, 1.645, 0.230], [1.978, 2.767, -2.197], [-3.690, 1.214, -1.988], [2.029, 0.534, 3.382], [-0.035, -2.197, 4.063], [3.752, 0.098, 3.643], [3.883, -0.668, -1.338], [-0.933, 1.045, 2.201], [-0.089, 4.155, 0.826], [1.429, -2.845, 2.249], [-0.062, -3.381, -0.617], [1.546, -1.844, 0.815], [1.496, -1.790, 1.915], [3.802, -2.839, 3.278], [0.272, -1.005, 2.294], [0.802, 4.703, 0.496], [2.759, -1.205, 2.398], [-0.296, -1.270, 3.541], [2.734, -0.298, 3.540], [-3.277, -1.730, -1.954], [-1.134, -0.341, 4.167], [2.037, 1.357, -3.301], [-0.145, 2.415, -0.946], [3.885, -2.122, 2.445], [-0.811, 3.503, -0.343], [-2.825, 0.281, -0.658], [3.501, 1.817, -2.374], [-0.394, -2.208, -2.415], [-1.457, 0.820, 3.472], [-0.546, 4.458, -2.306], [-0.395, -1.030, -1.758], [-0.418, -4.659, -3.775], [-0.637, -3.478, -4.496], [-3.634, 1.883, 0.995], [2.402, 1.767, -2.351], [2.700, 0.658, 1.288], [2.617, -1.650, -0.598], [-0.271, 0.040, 1.501], [2.162, 2.310, 0.780], [-0.818, -3.492, -5.573], [-0.403, 0.335, -0.554], [-0.788, 4.867, 1.290], [-4.895, 0.717, 0.504], [2.804, -0.873, -1.342], [-0.026, -5.573, -1.832], [-0.197, -4.651, -2.393], [-2.195, 4.543, -1.662], [-1.110, 1.991, 1.712], [4.809, -1.548, 2.604], [-1.134, 4.587, -1.388], [-3.439, -1.419, -0.916], [-3.828, 0.828, 0.768], [-0.927, 5.596, -1.000]], "homo_energy_ev": [-3.7809, -7.8699], "orbital_gap_ev": [4.366, 6.341], "multiplicity": 6, "energy_ha": -1911.2169}

{"formula": "C24H42N2O4", "method": "ωB97M-V/def2-TZVPD", "elements": ["C", "C", "H", "H", "C", "H", "H", "H", "C", "H", "H", "C", "H", "H", "H", "H", "C", "H", "H", "C", "H", "H", "C", "H", "H", "O", "O", "H", "H", "H", "H", "H", "H", "H", "H", "H", "C", "C", "C", "H", "C", "C", "C", "H", "H", "H", "C", "H", "H", "H", "H", "H", "C", "C", "C", "H", "N", "O", "C", "O", "C", "C", "H", "H", "N", "H", "H", "C", "H", "C", "C", "H"], "positions_angstrom": [[5.225, 1.680, -0.161], [-0.576, -1.146, 0.927], [-2.211, -2.534, 0.632], [8.512, 0.351, 1.869], [-4.711, -1.721, -0.260], [-3.478, 1.980, 1.904], [-4.966, 4.136, 0.274], [-8.506, -2.068, 0.952], [-3.189, 2.224, 0.884], [-6.294, 3.130, -0.289], [-5.735, 3.016, 1.391], [5.753, 0.767, 0.969], [4.838, 0.040, -1.517], [-3.202, 1.707, -1.831], [3.959, -1.237, 0.304], [-8.348, -0.638, 1.977], [1.862, -1.182, 0.814], [7.608, -2.497, -0.403], [-8.904, -0.468, 0.316], [-3.976, 2.392, -1.501], [7.791, 0.548, -0.518], [1.672, 0.427, -1.983], [8.642, -0.479, 1.179], [2.049, -0.652, 1.765], [-0.239, 1.003, -0.542], [-2.872, -0.214, -0.730], [4.536, 2.768, 0.402], [8.816, -1.588, -1.326], [9.656, -0.447, 0.789], [8.498, -1.409, 1.723], [-2.390, 1.557, 0.578], [3.684, 2.416, 0.699], [1.915, 2.026, -1.229], [-4.126, -2.584, -0.531], [4.910, 0.493, 1.609], [6.062, 2.108, -0.722], [-2.048, -1.279, -1.139], [-6.018, -1.918, 0.148], [7.636, -0.393, 0.029], [-1.237, -0.811, -1.706], [-4.949, 0.671, 0.025], [1.857, 0.953, -1.030], [-8.224, -1.019, 0.964], [7.102, -1.484, -1.755], [-6.884, 1.256, 0.714], [0.845, 1.261, 0.848], [-1.423, -2.069, 0.031], [-6.413, -2.923, 0.187], [1.802, -2.253, 1.018], [-0.305, -1.696, 1.833], [0.177, -2.701, -0.805], [-2.577, -1.969, -1.807], [-6.251, 0.430, 0.435], [-4.395, 2.089, -0.055], [-5.421, 3.150, 0.359], [6.472, 1.334, 1.573], [3.093, 0.515, -0.410], [-0.636, -3.114, -0.480], [3.019, -0.909, -0.142], [6.298, -0.447, 0.514], [4.302, 0.908, -1.121], [-6.806, -0.843, 0.507], [4.051, 1.568, -1.957], [-1.179, -0.284, 1.224], [0.621, -0.743, 0.199], [2.856, -1.480, -1.074], [-3.594, 3.408, -1.574], [-4.163, -0.447, -0.324], [-4.832, 2.295, -2.165], [0.695, 0.679, -0.079], [7.805, -1.568, -0.930], [-2.812, 3.244, 0.865]], "smiles": "Cc1ccc(OC[C@@H](O)CN2CCN(C[C@@H](O)COC(C)C)CC2)c(C(C)(C)C)c1", "homo_energy_ev": -8.1756, "orbital_gap_ev": 8.932, "multiplicity": 1, "energy_ha": -1350.1504}

{"formula": "C24H42N2O5", "method": "ωB97M-V/def2-TZVPD", "elements": ["H", "H", "H", "H", "H", "C", "H", "C", "C", "O", "H", "H", "C", "O", "H", "H", "H", "C", "C", "C", "C", "H", "H", "C", "C", "H", "H", "N", "H", "C", "H", "H", "H", "H", "C", "C", "H", "C", "H", "H", "H", "C", "H", "O", "C", "H", "H", "C", "H", "C", "H", "H", "H", "H", "C", "H", "H", "C", "N", "H", "H", "C", "O", "H", "C", "H", "H", "H", "O", "H", "C", "C", "H"], "positions_angstrom": [[2.834, -0.738, 0.565], [5.242, 2.130, -0.113], [-5.078, -1.536, -0.899], [4.252, 2.534, 2.139], [-0.779, 2.399, -2.785], [4.471, 1.531, 1.772], [-2.364, 3.709, 0.146], [1.897, -1.538, -1.810], [0.761, -2.094, -0.956], [0.399, 0.098, 0.706], [2.850, -3.427, -1.926], [3.595, -3.150, 0.234], [-1.924, 1.395, -1.270], [1.046, 1.934, 1.832], [-1.291, -4.421, 2.241], [-0.424, 2.977, -1.168], [4.985, -2.548, -0.620], [4.412, 1.517, 0.250], [-2.454, 4.870, -1.665], [3.160, -2.395, -1.746], [-3.074, 0.705, 0.949], [3.740, 0.869, 2.231], [1.089, -2.214, 0.076], [3.869, -1.005, 0.337], [-1.619, -2.760, 0.971], [-2.893, 4.808, -2.661], [-4.824, -0.293, 2.314], [-1.286, -1.407, 1.339], [-0.843, -4.654, 0.568], [-0.681, -1.187, 2.658], [-0.300, -0.437, -1.773], [-3.475, 1.717, 1.015], [1.443, -1.419, 2.282], [-2.820, 0.411, 1.966], [3.933, -2.334, -0.410], [-0.642, 2.084, -1.749], [4.396, -1.131, 1.286], [4.553, 0.132, -0.413], [-2.759, 5.833, -1.251], [3.817, -2.129, -2.575], [-1.356, -1.764, -1.408], [-1.773, 0.792, 0.150], [2.089, -0.497, -1.545], [-1.349, -0.578, 3.456], [-4.380, -0.704, -0.889], [5.467, 1.269, 2.134], [4.149, 0.218, -1.425], [-0.790, -3.948, 1.393], [5.615, -0.106, -0.526], [-3.106, 2.366, -1.426], [0.525, -3.095, -1.325], [0.681, -2.736, 3.221], [-3.223, 2.536, -2.501], [-2.112, 0.571, -1.961], [-4.201, -0.234, 0.524], [-3.973, 4.046, -0.432], [0.243, 1.450, -1.695], [0.205, 1.337, 1.220], [-5.046, -0.652, 1.384], [0.241, -3.731, 1.633], [0.955, -1.175, 3.964], [-0.835, -0.502, 0.273], [-2.610, -2.945, 0.308], [-1.369, 4.894, -1.732], [0.695, -1.667, 3.029], [-4.762, 0.073, -1.553], [-3.444, -1.060, -1.313], [-4.037, 1.917, -1.095], [-1.006, 1.779, 0.919], [3.502, 2.008, -0.099], [-0.499, -1.207, -1.035], [-2.973, 3.749, -0.757], [1.546, -1.525, -2.848]], "smiles": "[H]/N=C(/C)C[C@@]1([C@H](C)CCC)OC(=O)O[C@@]1(CCCCCCCCC)N(C(C)=O)C(C)=O", "homo_energy_ev": -9.6876, "orbital_gap_ev": 10.219, "multiplicity": 1, "energy_ha": -1425.4152}